Computed, not measured: a single C10H10ClNO2S molecule, with wB97M-V/def2-TZVPD.

```
! wB97M-V def2-TZVPD RIJCOSX def2/J DEFGRID3
* xyz 0 1
C 1.053 1.139 2.369
S -0.083 0.141 1.680
O -1.354 0.154 2.356
C 0.616 -1.568 1.640
C 1.310 -1.744 0.300
N 1.476 -3.175 0.072
O 2.608 -3.544 -0.166
C 0.413 -1.160 -0.780
C 0.387 -1.595 -2.098
C -0.426 -0.928 -2.999
C -1.182 0.167 -2.601
Cl -2.144 0.971 -3.796
C -1.187 0.623 -1.276
C -1.975 1.799 -0.802
C -0.381 -0.100 -0.433
H 0.664 2.098 2.661
H 1.976 1.152 1.817
H -0.238 -2.239 1.696
H 1.276 -1.712 2.491
H 2.286 -1.229 0.276
H 0.986 -2.438 -2.405
H -0.468 -1.250 -4.028
H -1.310 2.653 -0.670
H -2.740 2.071 -1.524
H -2.438 1.589 0.159
*
```

For the HOMO energy, the calculation gives -8.5 eV. The value obtained for the orbital gap is 7.86 eV. Its energy relative to the best compared isomer or geometry (same formula, charge and spin) is 365.5 kJ/mol. The total energy comes out at -1450.4735 a.u. The LUMO energy is -0.67 eV.

Computed, not measured: a single C10H10ClNO3 molecule, with wB97M-V/def2-TZVPD.

```
! wB97M-V def2-TZVPD RIJCOSX def2/J DEFGRID3
* xyz 0 1
C -3.329 -1.943 0.647
O -2.485 -0.797 0.852
C -1.609 -0.634 -0.059
O -1.462 -1.351 -1.008
C -0.772 0.606 0.127
Cl -1.285 1.422 1.681
C -1.055 1.537 -1.032
N -0.389 0.975 -2.100
O -1.829 2.446 -1.089
C 0.725 0.458 0.285
C 1.480 1.593 0.451
C 2.844 1.449 0.534
C 3.390 0.170 0.611
C 2.658 -0.932 0.523
C 1.318 -0.808 0.375
H -2.658 -2.569 0.061
H -4.149 -1.747 0.024
H -3.687 -2.356 1.585
H -0.021 0.011 -2.042
H -0.674 1.186 -3.026
H 1.153 2.601 0.527
H 3.395 2.344 0.717
H 4.440 -0.056 0.759
H 3.243 -1.902 0.479
H 0.757 -1.703 0.118
*
```

For the HOMO energy, the calculation gives -9.3 eV. The value obtained for the orbital gap is 10.05 eV. Its energy relative to the best compared isomer or geometry (same formula, charge and spin) is 0.0 kJ/mol. The total energy comes out at -1127.7152 a.u. The LUMO energy is 0.73 eV.

Computed, not measured: a molecular structure, C10H10FeNO3, with wB97M-V/def2-TZVPD.

```
! wB97M-V def2-TZVPD RIJCOSX def2/J DEFGRID3
* xyz 1 5
O -1.535 -0.864 3.512
C -1.191 -0.639 2.416
Fe -0.718 -0.354 0.780
C -1.243 1.270 1.054
O -1.601 2.367 1.214
C 0.928 0.133 1.353
O 2.064 0.296 1.509
C -0.467 -0.089 -1.486
C 0.520 -1.072 -1.444
C 0.524 -2.191 -0.647
C -0.455 -2.549 0.280
C -1.817 -2.206 0.313
C -2.450 -1.219 -0.441
C -1.821 -0.177 -1.126
H -0.180 0.837 -1.999
H 1.409 -0.865 -2.041
H 1.416 -2.818 -0.676
H -0.172 -3.330 0.998
H -2.445 -2.776 1.020
H -3.537 -1.104 -0.273
H -2.463 0.667 -1.433
N 2.165 1.714 -2.878
H 2.886 1.471 -3.552
H 2.625 1.795 -1.977
H 1.845 2.645 -3.127
*
```

For the HOMO energy (spin up / spin down), the calculation gives -10.8 / -13.4 eV. The value obtained for the orbital gap (spin up / spin down) is 6.08 / 6.65 eV. Its energy relative to the best compared isomer or geometry (same formula, charge and spin) is 109.1 kJ/mol. The total energy comes out at -1930.8090 a.u. Its expectation value of S² is 6.097. The LUMO energy (spin up / spin down) is -4.72 / -6.77 eV.

Computed, not measured: a molecular structure, C10H10MgN2O4, with wB97M-V/def2-TZVPD.

```
! wB97M-V def2-TZVPD RIJCOSX def2/J DEFGRID3
* xyz 2 1
Mg 0.042 -0.129 -0.740
O 0.186 2.942 -0.373
C 0.134 1.806 -0.528
C -0.052 -2.079 -0.697
O -0.107 -3.224 -0.636
C 1.992 -0.224 -0.722
O 3.138 -0.279 -0.689
C -1.906 -0.037 -0.765
O -3.053 0.018 -0.758
C 0.073 0.522 -5.824
H -0.825 1.163 -5.939
H 1.032 1.074 -5.918
C 0.011 -0.785 -5.880
H 0.913 -1.416 -6.024
H -0.944 -1.326 -6.044
C -0.210 1.200 4.802
N -0.094 0.397 3.585
C 0.114 -1.004 3.549
C 0.179 -1.351 2.231
N 0.010 -0.200 1.495
C -0.150 0.821 2.265
H -1.067 0.849 5.391
H 0.707 1.098 5.395
H -0.355 2.245 4.528
H 0.197 -1.596 4.409
H 0.334 -2.330 1.854
H -0.300 1.844 2.033
*
```

For the HOMO energy, the calculation gives -15.2 eV. The value obtained for the orbital gap is 5.65 eV. Its energy relative to the best compared isomer or geometry (same formula, charge and spin) is 171.0 kJ/mol. The total energy comes out at -996.9357 a.u. The LUMO energy is -9.59 eV.

Computed, not measured: 2 unconnected molecules or ions with the total composition C10H10N2, with wB97M-V/def2-TZVPD.

```
! wB97M-V def2-TZVPD RIJCOSX def2/J DEFGRID3
* xyz 0 1
C 1.691 2.764 -2.575
C 0.416 2.444 -1.879
C 0.589 1.406 -1.042
N 1.558 0.454 -0.796
C 2.702 0.845 -1.522
C 2.814 1.947 -2.442
H 1.536 3.629 -3.094
H -0.453 2.789 -1.931
H -0.194 1.239 -0.226
H 3.414 -0.128 -1.581
H 3.872 2.161 -2.754
C -1.723 -2.885 2.244
C -2.927 -2.122 2.251
C -2.774 -0.835 1.588
N -1.480 -0.360 1.150
C -0.449 -1.157 1.016
C -0.512 -2.406 1.686
H -1.598 -3.669 2.853
H -3.793 -2.551 2.782
H -3.525 -0.070 1.553
H 0.446 -0.518 0.522
H 0.390 -2.978 2.200
*
```

For the HOMO energy, the calculation gives -9.0 eV. The value obtained for the orbital gap is 9.46 eV. Its energy relative to the best compared isomer or geometry (same formula, charge and spin) is 518.0 kJ/mol. The total energy comes out at -496.3998 a.u. The LUMO energy is 0.49 eV.

Computed, not measured: 2 unconnected molecules or ions with the total composition C10H10N2, with wB97M-V/def2-TZVPD.

```
! wB97M-V def2-TZVPD RIJCOSX def2/J DEFGRID3
* xyz 0 1
C -2.255 0.224 -2.596
C -1.246 -0.488 -3.229
C -2.139 0.599 -1.267
C -0.091 -0.845 -2.545
C -0.991 0.246 -0.580
C 0.035 -0.482 -1.223
C -0.535 0.470 0.760
C 0.669 -0.026 1.010
C 1.153 -0.734 -0.250
C 1.506 0.048 2.238
N -1.278 2.248 3.617
N -1.521 2.651 2.550
H -3.141 0.491 -3.153
H -1.359 -0.767 -4.267
H -2.922 1.158 -0.778
H 0.698 -1.394 -3.040
H 1.284 -1.803 -0.062
H 2.107 -0.333 -0.598
H 2.183 -0.803 2.295
H 0.880 0.066 3.127
H 2.105 0.959 2.230
H -1.525 2.749 4.492
*
```

For the HOMO energy (spin up / spin down), the calculation gives -8.0 / -7.9 eV. The value obtained for the orbital gap (spin up / spin down) is 8.53 / 7.94 eV. Its energy relative to the best compared isomer or geometry (same formula, charge and spin) is 504.8 kJ/mol. The total energy comes out at -496.4048 a.u. The LUMO energy (spin up / spin down) is 0.52 / 0.02 eV.